The following is a quantum chemistry calculation of C35H34ClNORuSi2 as an isolated structure, from the OMol25 dataset.

## Properties
Net charge: +1
Energy above the lowest of the compared OMol25 structures with the same formula, charge and spin, kcal per mole: 0.0
Multiplicity: 6

Each line ends with the Mulliken charge.
Element x y z (Å)
H: -0.88574 3.45365 -4.42626  0.353
H: 3.42286 -2.66145 -4.32866  0.343
H: -2.91994 1.26005 2.07514  0.103
H: -3.66604 4.06825 -1.06176  0.388
C: -2.40904 -2.72035 -0.92826  -0.740
H: 1.80636 -1.89525 5.99524  0.340
C: 2.32366 2.55645 -6.36066  -0.418
H: -0.41364 2.70325 5.24324  0.505
C: -2.49984 0.01585 4.77444  -0.249
H: 3.10136 -1.18455 4.94884  0.492
H: 3.18096 0.20965 -3.34646  -0.176
H: 0.96506 3.77885 7.02634  0.424
N: 0.73796 0.92565 5.25894  0.262
C: -3.03164 3.32125 -0.60166  -0.521
C: 0.01676 3.20475 -4.96936  -0.543
H: 1.92646 4.30485 -7.53666  0.375
C: -1.37934 1.38685 0.59034  0.081
H: 4.22406 0.30895 -5.50536  -0.189
C: -1.80254 -1.98125 3.89894  -0.419
H: -0.58774 -2.55475 5.66844  0.733
H: 0.10206 -4.59785 -6.19196  0.399
C: 1.99136 -1.34065 -5.24256  0.335
H: 1.03396 -2.30855 3.99294  0.355
H: -0.05344 1.77995 -1.05046  0.363
H: -4.37984 2.94265 1.02354  0.418
H: 3.21906 2.30985 -6.91866  0.334
C: -1.81264 2.98805 -1.17916  -0.519
C: -1.66534 -0.61105 5.73154  -0.754
C: 1.76656 0.22775 5.77084  0.573
C: -1.84264 -3.93935 -0.58586  -0.533
C: -2.58404 -0.82935 3.64494  -0.773
C: 0.78536 -1.29185 -5.94746  0.043
H: 0.56176 -2.83235 1.51514  0.424
H: -2.98524 0.97105 4.88804  0.525
H: -1.64664 -2.79535 3.21194  0.583
C: -1.90434 -1.54205 -0.39386  -0.183
C: 2.02366 -1.12965 5.21674  -0.440
Cl: 1.65626 0.44015 0.52884  -0.388
C: -0.27854 -2.79015 0.83404  -0.622
H: 2.86246 2.51385 8.02574  0.431
H: 0.36206 -0.33395 -6.22466  0.373
C: 2.49556 -2.59295 -4.88506  -0.492
C: 1.91546 1.73755 -5.30576  0.209
C: 2.26486 2.06975 7.24044  -0.228
H: -0.13024 4.88695 -6.29386  0.386
C: 2.55516 0.77945 6.78714  -0.938
H: -3.23834 -2.68505 -1.62386  0.420
C: 0.44066 4.00975 -6.01816  -0.505
H: -1.40714 -0.22165 6.70254  0.525
H: 2.22876 -4.71955 -4.93676  0.382
C: -1.00114 2.02975 -0.59056  -0.213
H: -1.49604 3.47695 -2.09196  0.329
H: 0.39786 1.45475 -3.80576  0.554
H: -0.82314 -2.39625 -6.83296  0.382
C: 1.82306 -3.75855 -5.22456  -0.617
C: -0.77044 -3.96975 0.29734  -0.623
C: -2.60794 1.73605 1.15284  0.039
H: -2.34574 -0.59845 -0.69066  0.344
Ru: -0.41694 -0.17195 3.87234  0.002
Si: -0.31754 0.03475 1.40044  0.761
C: 1.20076 2.78275 6.67634  -0.792
Si: 2.91026 0.23155 -4.80986  0.353
H: 3.38136 0.22355 7.21404  0.482
H: -2.23194 -4.85905 -1.00376  0.412
C: -3.43044 2.69005 0.56744  -0.807
C: 0.74756 2.08005 -4.61846  -0.132
C: -1.23734 -1.84365 5.18624  -0.820
C: 0.11016 -2.45395 -6.28796  -0.735
H: -0.31454 -4.91595 0.56164  0.434
C: 0.43226 2.18435 5.67044  -0.330
H: -3.14904 -0.64195 2.74884  0.836
O: 1.29856 -1.35375 4.02014  -0.381
C: 1.59516 3.68355 -6.71476  -0.593
C: 0.62926 -3.69035 -5.92796  -0.414
C: -0.83064 -1.55045 0.50014  0.681